No. 1
17
Properties=species:S:1:pos:R:3:forces:R:3:lowdin_charge:R:1 method="wB97M-V/def2-TZVPD" charge=+1 spin_multiplicity=1 homo_lumo_gap_ev=9.4 de_lowest_ev=2.334 lumo_ha=-0.157 homo_ev=-13.719
C 0.055072 -2.143761 0.332367 -2.629 -2.884 -0.344 -0.1106
C 0.042162 1.020585 -1.461213 -0.847 -1.066 5.197 0.0429
C 0.290715 -0.704632 0.754787 -1.675 -2.015 0.017 -0.2990
C -0.622545 0.302663 0.182816 0.380 2.574 -4.739 -0.7282
N -0.424144 1.533602 1.010768 -1.955 1.804 0.130 0.0894
I -2.842651 -0.043535 -0.146342 1.880 0.088 0.590 0.8585
H -0.591247 -2.395757 -0.578166 0.908 1.312 0.715 0.0868
H -0.615875 -2.681562 1.098466 1.130 0.936 -0.723 0.1054
H 0.876311 -2.847803 0.179416 0.487 0.751 0.348 0.0786
H 0.908945 1.540096 -1.047306 0.913 -1.010 -0.502 0.0504
H 0.124297 0.124241 -2.024990 0.290 0.036 -1.076 0.0607
H -0.548086 1.874488 -1.676152 -1.448 -0.019 -1.053 0.0417
H 1.269095 -0.379467 0.601229 1.842 0.550 -0.508 0.1093
H 0.143361 -0.702188 1.822145 0.001 0.053 0.739 0.1103
H 0.294039 2.278735 0.597942 -1.500 -2.191 1.749 0.2215
H -1.375456 1.982708 1.033056 1.025 0.179 -0.340 0.1187
H -0.394453 1.184306 1.987334 1.199 0.902 -0.199 0.1635


No. 2
126
Properties=species:S:1:pos:R:3:forces:R:3:lowdin_spin:R:1 method="wB97M-V/def2-TZVPD" spin_multiplicity=2 homo_lumo_gap_ev="5.5 / 4.9" de_lowest_ev=2.022 lumo_ha="-0.042 / -0.058" homo_ev="-6.586 / -6.507"
Ru 0.014637 -0.184846 0.056105 -1.046 0.602 1.440 0.4772
C 5.187353 1.884685 5.044884 -0.078 -0.011 -0.053 0.0000
C 3.763551 1.472854 4.792515 -0.011 0.116 -0.005 0.0002
C 3.461926 0.179305 4.368630 -0.083 -0.040 -0.002 0.0013
C 2.156727 -0.195166 4.097387 -0.026 -0.044 0.013 0.0016
C 1.139526 0.733042 4.250032 -0.251 0.137 -0.257 0.0011
C 1.413606 2.018417 4.690984 -0.073 0.015 -0.077 0.0002
C 2.724192 2.385780 4.952308 0.038 -0.145 -0.015 0.0001
S -0.571893 0.311320 4.021806 -0.067 -0.036 -0.172 -0.0015
O -1.334755 1.501642 4.336471 0.018 0.014 -0.050 -0.0010
O -0.833422 -0.835367 4.852405 0.033 -0.362 -0.103 -0.0008
N -0.788314 -0.041362 2.416016 0.520 0.110 -0.032 -0.0100
C -2.072674 -0.010184 1.984857 -0.235 0.075 0.223 0.0016
C -3.237736 -0.116317 2.791987 0.043 0.024 -0.112 -0.0006
C -4.473348 0.010842 2.214047 0.142 -0.012 0.022 0.0022
C -4.580216 0.235410 0.836924 0.040 0.045 0.023 0.0004
C -3.422046 0.257261 0.104278 -0.121 0.081 -0.411 0.0018
N -2.206332 0.121281 0.642612 1.489 -0.493 -0.012 0.0019
H 5.733593 1.111747 5.585198 0.021 0.001 -0.015 0.0000
H 5.232310 2.809943 5.618097 0.018 -0.014 0.006 0.0000
H 5.693870 2.052661 4.092848 0.084 -0.011 0.003 0.0000
H 4.261827 -0.543523 4.254291 -0.009 0.005 -0.031 0.0000
H 1.919633 -1.196942 3.774882 0.004 -0.093 -0.035 0.0000
H 0.593740 2.709164 4.832081 0.046 0.058 -0.031 0.0000
H 2.940177 3.391710 5.291040 0.001 -0.002 0.013 0.0000
H -3.123476 -0.290025 3.849470 -0.046 -0.012 0.054 -0.0002
H -5.363978 -0.064129 2.825096 0.010 0.015 0.018 0.0001
H -5.538936 0.376264 0.359988 0.028 -0.016 -0.061 0.0000
H -3.451986 0.407723 -0.969951 0.004 -0.038 0.133 0.0000
S 7.762791 0.445599 -0.238740 0.104 0.012 -0.027 0.0142
C 6.160507 0.128825 -0.142634 -0.197 -0.027 0.048 0.0048
S 5.011474 1.204920 0.594235 0.118 -0.256 -0.091 0.0007
C 3.594108 0.212061 0.337527 0.616 -0.430 -0.509 0.0235
C 3.768201 -0.963445 -0.328713 0.449 0.874 0.622 0.0473
S 2.466537 -1.962836 -0.764246 0.727 0.514 0.563 0.2710
S 5.426792 -1.317085 -0.777881 -0.062 0.116 0.141 0.0114
S 2.096295 0.751090 0.923250 -1.211 -0.088 0.089 0.1340
O 0.141490 -2.463658 -2.133035 -0.368 -0.400 -0.391 -0.0023
C 0.790633 -3.603531 -1.734401 -0.650 -0.808 -0.168 0.0019
C 1.634604 -4.369366 -2.521660 -0.235 -0.085 -0.119 0.0035
C 2.209725 -5.502503 -1.970091 -0.009 0.062 -0.058 0.0036
C 1.944729 -5.860607 -0.657676 0.083 -0.037 0.116 -0.0002
C 1.157239 -5.046303 0.139908 -0.109 -0.042 -0.015 0.0008
C 0.592311 -3.893014 -0.386727 -0.280 0.054 -0.256 -0.0055
P -0.357510 -2.622381 0.536507 -0.009 0.158 -0.676 -0.0081
C -2.026456 -3.195393 0.039844 -0.097 0.318 0.075 0.0002
C -2.730605 -2.480210 -0.924047 0.092 -0.105 0.042 0.0007
C -3.988642 -2.896155 -1.329544 -0.048 -0.024 -0.032 0.0001
C -4.551832 -4.034000 -0.774161 -0.037 -0.039 -0.061 0.0000
C -3.836938 -4.780636 0.151631 0.026 -0.018 0.056 0.0000
C -2.574196 -4.371787 0.549719 0.013 -0.006 -0.138 0.0000
C -0.120411 -3.231434 2.229795 0.118 0.407 0.176 -0.0014
C -1.165204 -3.498119 3.108943 0.024 0.082 -0.108 -0.0005
C -0.900276 -4.045441 4.353107 -0.068 0.023 0.127 0.0000
C 0.403771 -4.279570 4.753110 0.024 0.022 0.002 -0.0006
C 1.454009 -3.960327 3.904278 0.094 0.007 -0.013 0.0001
C 1.196423 -3.442302 2.646335 -0.041 0.154 -0.008 -0.0009
C -0.202725 -2.209097 -3.424453 -0.006 0.067 -0.170 -0.0001
C -0.520666 -3.199317 -4.351995 0.082 -0.105 0.122 0.0000
C -0.811919 -2.845451 -5.655268 -0.004 0.034 0.058 -0.0001
C -0.787118 -1.510139 -6.038744 -0.018 0.037 -0.090 0.0001
C -0.565586 -0.532645 -5.087570 -0.020 0.039 0.009 0.0000
C -0.304580 -0.864222 -3.759607 -0.098 -0.047 0.357 0.0001
P -0.214311 0.451258 -2.459285 0.822 -0.753 -0.045 0.0009
C -1.682033 1.399430 -3.021246 -0.088 0.047 0.345 -0.0025
C -2.848268 0.688689 -3.319866 0.125 0.023 -0.054 -0.0007
C -4.004626 1.349734 -3.696469 -0.131 -0.033 0.036 0.0000
C -4.026379 2.735364 -3.776667 0.087 -0.017 0.027 -0.0005
C -2.878255 3.451185 -3.476532 -0.078 0.048 -0.037 0.0000
C -1.722546 2.790446 -3.086174 0.070 -0.087 -0.317 -0.0006
C 1.266807 1.327285 -3.088174 0.074 0.142 0.285 0.0033
C 2.467890 0.918374 -2.508479 -0.256 -0.001 0.042 0.0002
C 3.671327 1.477250 -2.902860 0.052 0.074 -0.122 -0.0001
C 3.684900 2.457900 -3.884759 0.011 -0.062 0.014 0.0001
C 2.497092 2.849738 -4.485251 -0.015 0.060 -0.082 0.0001
C 1.289932 2.287758 -4.096698 -0.056 -0.072 -0.004 0.0007
H 1.862496 -4.078878 -3.536573 -0.039 0.031 -0.031 0.0001
H 2.874324 -6.105634 -2.574254 -0.005 -0.007 -0.006 0.0001
H 2.380377 -6.759678 -0.242670 -0.006 0.002 0.009 -0.0001
H 0.992606 -5.298551 1.178721 0.024 -0.078 -0.102 0.0001
H -2.276422 -1.597073 -1.355163 -0.038 -0.023 0.022 0.0005
H -4.542212 -2.328237 -2.067331 0.037 0.027 -0.018 0.0000
H -5.542658 -4.349361 -1.075330 0.004 -0.003 0.005 0.0000
H -4.265452 -5.680542 0.573562 0.007 -0.015 -0.030 0.0000
H -2.006411 -4.971893 1.247630 -0.064 -0.024 0.007 0.0000
H -2.186834 -3.281647 2.825379 0.010 0.007 0.034 0.0000
H -1.718104 -4.268907 5.025016 -0.017 0.047 0.001 0.0000
H 0.606372 -4.689043 5.734075 -0.012 -0.008 -0.003 0.0000
H 2.477835 -4.114571 4.221950 -0.010 -0.008 -0.014 0.0000
H 2.010917 -3.207200 1.967418 0.028 0.034 0.061 0.0000
H -0.536572 -4.235171 -4.046006 0.036 -0.034 0.019 0.0000
H -1.065776 -3.616245 -6.370953 0.052 0.000 -0.020 0.0000
H -0.963026 -1.236526 -7.070470 -0.046 0.026 0.022 0.0000
H -0.614485 0.510919 -5.372334 0.001 0.001 -0.017 0.0000
H -2.842947 -0.394498 -3.277466 -0.021 -0.009 -0.036 0.0000
H -4.897051 0.780249 -3.923633 0.012 -0.008 -0.011 0.0000
H -4.931045 3.251955 -4.068085 0.003 -0.003 -0.019 0.0000
H -2.882719 4.531825 -3.540933 0.013 0.005 0.038 0.0000
H -0.847144 3.374846 -2.840756 -0.083 -0.084 -0.180 0.0000
H 2.443709 0.142950 -1.750020 -0.061 0.347 -0.347 -0.0014
H 4.596383 1.151041 -2.443030 -0.027 0.001 0.000 0.0000
H 4.620311 2.909071 -4.189061 0.001 0.007 -0.002 0.0000
H 2.507656 3.598872 -5.266916 -0.005 0.007 0.014 0.0000
H 0.380729 2.600610 -4.591092 -0.039 0.031 -0.005 0.0000
C -1.723565 3.172022 0.158450 -0.051 -0.038 -0.007 0.0004
N -1.881789 4.619496 0.288374 -0.137 0.032 -0.020 0.0010
C -1.538604 4.997085 1.662119 0.086 -0.035 -0.012 0.0001
N -0.166043 4.619696 1.993184 -0.022 -0.009 0.088 0.0010
C -0.047860 3.171569 1.837989 -0.002 0.066 -0.069 0.0006
N -0.345760 2.725747 0.455345 0.048 -0.014 -0.226 0.0212
C 0.569581 3.453145 -0.452906 -0.072 0.079 0.015 0.0003
N 0.448146 4.903498 -0.330244 0.036 0.074 -0.048 0.0008
C -0.937461 5.281183 -0.610611 0.030 -0.047 0.032 0.0001
C 0.750059 5.266488 1.057153 -0.072 -0.002 -0.018 0.0001
H -1.985363 2.876035 -0.858735 -0.001 0.018 0.284 -0.0001
H -2.408317 2.685999 0.853770 0.027 -0.004 0.032 0.0000
H -2.210027 4.481014 2.351224 -0.043 0.064 -0.004 0.0000
H -1.657002 6.076939 1.775926 -0.013 -0.012 0.007 0.0001
H -0.745364 2.686288 2.512265 -0.029 -0.050 0.084 0.0000
H 0.967019 2.892377 2.093085 0.187 -0.200 -0.002 0.0004
H 0.349922 3.167318 -1.482007 0.141 0.005 0.190 -0.0002
H 1.594165 3.165454 -0.226243 0.037 -0.108 0.004 -0.0001
H -1.176981 5.010203 -1.641848 -0.004 0.104 0.086 0.0000
H -1.040800 6.362236 -0.494984 -0.001 0.000 -0.040 0.0001
H 0.672187 6.350193 1.170278 0.003 -0.004 -0.020 0.0000
H 1.772883 4.958158 1.284921 -0.016 0.013 0.021 0.0000